A 5-piece molecular cluster, C31H29BN5O10 overall in a non-equilibrium geometry, computed with wB97M-V/def2-TZVPD.

The geometry in XYZ format:
```
76
Properties=species:S:1:pos:R:3:forces:R:3
C 1.3386 -2.3859 -2.6008 -0.8 1.1 0.5
C 2.6293 -2.8062 -2.5676 0.6 0.3 0.4
C 2.9722 -3.9915 -3.1577 1.8 -0.6 -0.6
B 4.4940 -4.6063 -3.1083 0.1 -0.5 1.2
O 4.6204 -5.8231 -3.9600 -0.1 0.4 -0.7
C 4.4628 -6.9418 -3.1646 -0.3 -0.1 1.3
C 3.9871 -6.4063 -1.7611 0.9 -0.9 -1.1
O 4.6453 -5.1924 -1.7106 -0.3 0.6 0.3
C 1.9612 -4.6672 -3.7882 0.2 -0.5 -0.2
C 0.6946 -4.1698 -3.7719 -1.3 -0.3 -0.4
N 0.3337 -3.0369 -3.1808 -0.2 0.1 -0.1
H 1.0930 -1.4455 -2.1098 -0.2 0.0 0.0
H 3.3816 -2.2102 -2.0787 0.2 0.2 0.1
H 5.3885 -3.7886 -3.2005 -0.1 0.2 -0.5
H 3.8039 -7.7005 -3.5998 -0.2 0.0 -0.1
H 5.4165 -7.4321 -2.9288 0.3 -0.1 -0.4
H 2.8976 -6.3495 -1.6825 -0.2 0.1 0.1
H 4.3924 -7.0992 -1.0177 -0.3 0.1 0.4
H 2.1912 -5.5945 -4.2837 0.0 -0.2 -0.2
H -0.0910 -4.7381 -4.2657 -0.2 0.1 0.0
C 0.0268 2.0398 -6.7122 0.0 0.0 0.0
C 0.4467 0.8261 -7.2423 0.0 0.1 0.1
C 1.4658 0.1158 -6.6284 -0.1 -0.1 -0.2
C 2.0575 0.6423 -5.4958 -0.1 0.1 -0.1
C 1.6718 1.8590 -4.9713 -0.1 0.2 0.2
C 0.6434 2.5564 -5.5817 -0.1 0.0 -0.2
N 3.0939 -0.1403 -4.8040 -0.3 -0.2 0.3
O 3.3634 -1.2239 -5.2620 0.3 0.0 -0.2
O 3.5593 0.3284 -3.7815 0.1 0.1 -0.1
H -0.7911 2.5778 -7.1747 0.0 0.0 0.0
H -0.0355 0.4212 -8.1219 0.0 0.0 0.0
H 1.7818 -0.8393 -7.0214 0.1 0.0 0.1
H 2.1405 2.2485 -4.0798 0.1 -0.1 0.0
H 0.3053 3.4927 -5.1620 0.0 0.0 0.0
C -1.6731 -1.2283 0.1261 0.0 0.1 -0.1
C -1.6254 -0.0471 0.8573 -0.1 -0.2 -0.2
C -1.4273 1.1593 0.2061 0.0 -0.1 0.2
C -1.2869 1.1608 -1.1683 0.0 -0.2 0.0
C -1.3256 -0.0065 -1.9112 0.0 -0.1 -0.2
C -1.5168 -1.2096 -1.2546 -0.2 -0.1 0.2
N -1.0810 2.4387 -1.8634 0.2 -0.3 0.1
O -0.9842 3.4493 -1.1928 -0.1 0.1 0.0
O -0.9896 2.4022 -3.0731 -0.1 0.2 -0.1
H -1.8264 -2.1705 0.6360 0.0 0.0 0.0
H -1.7399 -0.0678 1.9297 0.0 0.1 0.0
H -1.3877 2.0780 0.7619 0.0 0.2 -0.1
H -1.1980 0.0129 -2.9836 0.0 0.1 0.0
H -1.5378 -2.1314 -1.8193 0.1 0.0 -0.1
C 1.1204 6.1889 4.2321 0.0 0.0 0.0
C 1.7630 4.9624 4.1272 -0.1 0.1 0.0
C 1.0429 3.8282 3.7915 0.2 -0.1 0.0
C -0.3158 3.9451 3.5627 0.1 0.2 0.0
C -0.9743 5.1567 3.6667 -0.2 0.1 0.0
C -0.2465 6.2849 4.0055 0.1 0.0 0.0
N -1.0775 2.7492 3.1860 0.0 -0.1 0.1
O -0.4824 1.6955 3.1190 0.0 0.1 0.2
O -2.2677 2.8812 2.9565 0.1 0.1 0.0
H 1.6875 7.0740 4.4889 0.0 0.0 0.0
H 2.8271 4.8898 4.3032 0.0 0.0 0.0
H 1.5387 2.8724 3.7069 -0.1 0.0 -0.1
H -2.0364 5.2270 3.4844 0.0 -0.1 0.0
H -0.7448 7.2408 4.0883 0.0 0.0 0.0
C -3.8284 1.4746 5.3636 0.0 0.0 0.0
C -3.4802 2.0740 6.5675 -0.1 -0.1 -0.1
C -3.9490 1.5583 7.7649 0.1 0.2 0.1
C -4.7624 0.4408 7.7374 0.1 0.1 -0.2
C -5.1244 -0.1680 6.5496 -0.1 -0.1 -0.2
C -4.6524 0.3563 5.3570 0.1 0.1 0.1
N -5.2480 -0.1207 9.0068 0.0 0.0 0.0
O -4.9320 0.4474 10.0328 0.0 0.0 0.0
O -5.9378 -1.1184 8.9557 0.0 0.0 0.0
H -3.4545 1.8806 4.4307 -0.1 -0.1 0.1
H -2.8391 2.9457 6.5730 0.0 0.0 0.0
H -3.6803 2.0228 8.7020 -0.1 -0.1 0.1
H -5.7633 -1.0386 6.5477 0.0 0.0 0.1
H -4.9249 -0.1093 4.4198 0.0 0.0 0.0
```
Positions in Å, forces in eV/Å.

Properties
- HOMO energy (eV) = -4.58
- charge = -1
- orbital gap (eV) = 4.9

C31H29BrIrN4O3P as an isolated structure, computed with wB97M-V/def2-TZVPD.

The geometry in XYZ format:
```
70
Properties=species:S:1:pos:R:3:forces:R:3
Ir -0.2296 1.1588 -0.4536 0.2 0.5 0.0
C 3.1807 1.5939 -0.7628 0.0 0.0 0.0
O 2.1706 0.5789 -0.5327 0.0 0.2 0.0
C 2.6121 -0.6437 -0.1037 0.0 -0.1 0.0
C 3.8668 -0.8689 0.4381 0.0 0.0 0.0
C 4.2257 -2.1496 0.8515 -0.1 0.0 0.0
Br 5.9087 -2.4288 1.6112 0.1 0.0 0.1
C 3.3539 -3.2058 0.6849 0.0 0.0 0.0
C 2.1000 -2.9884 0.0950 0.0 0.0 0.0
C 1.7090 -1.6910 -0.2440 -0.1 0.0 0.0
O 0.4462 -1.3409 -0.6913 0.1 -0.1 -0.2
C 1.3313 -4.1752 -0.2357 0.0 -0.1 0.1
N 1.3543 -5.3055 0.5022 0.1 0.2 -0.1
C 0.6408 -6.1923 -0.1830 -0.1 -0.3 0.0
C 0.3743 -7.5615 0.1443 0.0 0.1 0.0
C -0.3375 -8.2877 -0.7592 0.0 0.0 -0.1
C -0.7951 -7.7008 -1.9716 0.0 0.0 0.0
C -0.5694 -6.3508 -2.3158 0.0 -0.1 0.1
C 0.1357 -5.6259 -1.4033 0.1 0.2 0.0
N 0.5849 -4.3052 -1.3624 -0.1 -0.1 -0.1
H 3.9820 1.1710 -1.3660 0.0 0.0 0.0
H 3.5528 1.9780 0.1857 0.0 0.0 0.0
H 2.6831 2.3871 -1.3098 0.0 0.0 0.0
H 4.5719 -0.0594 0.5569 0.0 0.0 0.0
H 3.6352 -4.2098 0.9684 0.0 0.0 0.0
H -0.1798 -2.0595 -0.5405 -0.1 0.0 0.1
H 0.7525 -7.9773 1.0680 0.0 0.0 0.0
H -0.5581 -9.3297 -0.5752 0.0 0.0 0.0
H -1.3444 -8.3205 -2.6688 0.0 0.0 0.0
H -0.9417 -5.9498 -3.2479 0.0 0.0 0.0
H 0.6161 -3.6734 -2.1496 0.0 0.0 0.0
O -2.2648 1.1895 -1.3870 0.2 -0.2 -0.1
C -3.4289 1.1077 -0.9109 -0.1 0.1 0.1
C -4.5333 1.3710 -1.8011 -0.1 0.0 0.0
C -5.8150 1.4138 -1.3408 0.1 0.0 0.0
C -6.0622 1.1765 0.0218 0.0 0.0 0.1
C -5.0185 0.8673 0.9053 -0.1 0.0 0.0
C -3.7080 0.8052 0.4878 0.1 0.0 0.1
C -2.6490 0.4047 1.4195 0.0 0.1 -0.1
N -1.3277 0.4128 1.2339 0.0 -0.2 0.2
C -0.7383 -0.0632 2.3866 -0.1 0.1 -0.1
C -1.7122 -0.3628 3.2821 -0.2 0.0 0.0
N -2.8962 -0.0674 2.6595 0.1 -0.1 0.2
H -4.2827 1.5577 -2.8368 0.0 0.0 0.0
H -6.6377 1.6354 -2.0065 0.0 0.0 0.0
H -7.0744 1.2240 0.4003 0.0 0.0 0.0
H -5.2864 0.6861 1.9378 0.0 0.0 0.0
H 0.3300 -0.1359 2.4967 0.0 0.0 0.0
H -1.6687 -0.7448 4.2872 0.0 0.0 0.0
H -3.8050 -0.1920 3.0767 0.0 0.0 0.0
C -1.5463 4.0954 0.5462 0.0 0.2 -0.1
P -0.1825 3.5121 -0.4917 -0.1 -0.4 0.0
C -0.4983 4.1646 -2.1436 0.0 0.1 0.0
C 1.3079 4.2615 0.1600 0.0 0.0 0.0
C 1.6865 3.9446 1.4673 0.1 0.0 0.0
C 2.8352 4.4962 2.0087 0.0 0.0 0.0
C 3.6148 5.3584 1.2447 0.0 0.0 0.0
C 3.2454 5.6709 -0.0553 0.0 0.0 0.0
C 2.0916 5.1251 -0.6028 0.0 0.0 0.0
H -1.4410 3.7255 1.5657 0.0 0.0 0.0
H -2.4997 3.7600 0.1371 0.0 0.0 0.0
H -1.5251 5.1861 0.5639 -0.1 0.0 0.0
H -0.6090 5.2496 -2.1079 0.0 0.0 0.0
H -1.4196 3.7185 -2.5179 0.0 0.0 0.0
H 0.3114 3.9084 -2.8259 0.0 0.0 0.0
H 1.0829 3.2748 2.0723 0.0 0.0 0.0
H 3.1205 4.2646 3.0260 0.0 0.0 0.0
H 4.5093 5.7936 1.6696 0.0 0.0 0.0
H 3.8484 6.3499 -0.6425 0.0 0.0 0.0
H 1.8137 5.3887 -1.6149 0.0 0.0 0.0
```
Positions in Å, forces in eV/Å.

Properties
- HOMO energy (alpha / beta) (eV) = -15.64 / -15.93
- charge = +3
- spin multiplicity = 6
- orbital gap (alpha / beta) (eV) = 7.7 / 5.0

C31H29Cl2N9RuS as an isolated structure in a non-equilibrium geometry, computed with wB97M-V/def2-TZVPD.

The geometry in XYZ format:
```
73
Properties=species:S:1:pos:R:3:forces:R:3
Ru 0.1198 0.3852 0.1275 -1.0 -0.9 0.5
N -1.5911 1.2367 2.3299 -0.1 0.2 0.1
C -0.4375 1.7337 1.5986 0.1 0.0 0.0
S -0.9417 3.0820 0.3397 -0.1 -0.1 0.1
N 0.3855 2.2955 2.6475 0.0 0.0 0.0
C 1.6335 2.8680 2.6051 -0.1 0.1 0.0
C 2.2230 3.3646 1.4372 0.0 0.0 0.0
C 3.4526 3.9992 1.4993 0.0 0.0 0.0
C 4.1386 4.1511 2.6969 0.0 0.0 0.0
C 3.5690 3.6343 3.8551 0.0 0.0 0.0
C 2.3393 3.0068 3.8126 0.0 0.0 0.0
H -2.1660 0.6860 1.7096 0.0 -0.1 0.0
H -2.1490 2.0097 2.6890 0.0 0.0 0.0
H 0.1161 1.9256 3.5445 0.1 -0.1 0.0
H 1.7315 3.2209 0.4880 0.0 0.0 0.0
H 3.8975 4.3535 0.5772 0.0 0.0 0.0
H 5.1116 4.6268 2.7217 0.0 0.0 0.0
H 4.0964 3.7021 4.8005 0.0 0.0 0.0
H 1.9130 2.5858 4.7178 0.0 0.0 0.0
C -2.1524 -4.6803 0.4140 0.0 0.0 0.0
C -0.8321 -3.9384 0.4414 0.0 0.0 0.0
N -1.1241 -2.5501 0.7283 -0.1 0.1 -0.1
C -2.0731 -1.8672 0.0160 0.0 -0.1 0.1
N -2.0331 -0.5642 0.0113 0.6 0.1 0.1
C -3.1498 0.1450 -0.5981 -0.1 -0.1 -0.1
C -3.6343 -0.5870 -1.8377 0.1 0.0 0.0
C -4.0415 -1.9891 -1.4463 -0.1 0.0 -0.1
N -3.0390 -2.6156 -0.6007 0.0 0.1 0.1
C -3.0204 -4.0713 -0.6687 0.0 0.0 0.0
H -2.6373 -4.5738 1.3878 0.0 0.0 0.0
H -2.0056 -5.7425 0.2116 0.0 0.0 0.0
H -0.3083 -4.0614 -0.5141 0.0 0.0 0.0
H -0.1790 -4.3154 1.2281 0.0 0.0 0.0
H -0.3234 -1.9735 0.9610 0.0 0.0 0.2
H -2.8163 1.1433 -0.8574 0.0 0.0 0.1
H -3.9730 0.2646 0.1236 0.0 -0.1 0.0
H -2.8121 -0.6197 -2.5567 0.0 0.0 0.0
H -4.4756 -0.0756 -2.3100 0.0 0.0 0.0
H -4.1766 -2.6173 -2.3315 0.1 0.0 0.0
H -5.0021 -1.9659 -0.9121 0.0 0.0 0.0
H -2.6621 -4.3790 -1.6584 0.0 0.0 0.0
H -4.0528 -4.4251 -0.5719 0.0 0.0 0.0
Cl 1.0109 -1.2975 3.0643 0.0 0.0 0.0
C 2.6013 -0.5934 2.8029 0.0 0.0 -0.1
C 3.5505 -0.7796 3.7792 0.0 0.0 0.0
C 4.8406 -0.2750 3.6322 0.0 0.0 0.0
C 5.1434 0.3898 2.4393 0.0 0.0 0.0
C 4.1967 0.5648 1.4656 -0.1 0.0 0.0
Cl 4.6854 1.3128 -0.0418 0.0 0.0 0.0
C 2.8109 0.1280 1.5594 0.1 0.3 0.0
N 1.9353 0.3087 0.6333 -0.2 -0.4 -0.2
H 3.2744 -1.3289 4.6726 0.0 0.0 0.0
H 5.5873 -0.4129 4.4027 0.0 0.0 0.0
H 6.1425 0.7708 2.2618 0.0 0.0 0.0
N 0.3882 -1.2706 -1.3830 0.6 0.3 -0.3
C 0.5325 -2.1274 -2.1445 -0.2 -0.3 0.3
C 0.5506 -3.2366 -3.0100 -0.1 0.1 -0.1
C -0.6574 -3.5784 -3.6539 0.1 -0.1 0.0
N -1.6506 -3.8773 -4.1710 0.0 0.0 0.0
C 1.6821 -4.0648 -3.1654 0.0 0.0 0.0
N 2.5842 -4.7739 -3.3095 0.0 0.0 0.0
C -0.6176 1.8141 -0.8380 0.1 0.9 -0.7
C -0.9523 2.0790 -2.2410 0.2 0.0 0.3
C -1.6647 3.2275 -2.6287 -0.1 0.0 0.0
C -2.0634 3.4200 -3.9432 0.0 0.0 0.0
C -1.7488 2.4839 -4.9197 0.0 0.0 -0.1
C -1.0212 1.3529 -4.5604 0.0 0.0 0.1
C -0.6309 1.1540 -3.2475 0.0 0.0 -0.1
H -1.9172 3.9663 -1.8777 0.0 0.0 0.0
H -2.6211 4.3123 -4.2070 0.0 0.0 0.0
H -2.0603 2.6343 -5.9469 0.0 0.0 0.0
H -0.7606 0.6136 -5.3092 0.0 0.0 0.0
H -0.0687 0.2756 -2.9720 0.0 0.0 0.0
```
Positions in Å, forces in eV/Å.

Properties
- HOMO energy (alpha / beta) (eV) = -0.23 / -0.47
- relative energy (zero: lowest compared OMol25 entry of this formula, charge and spin) (kJ/mol) = 49.6
- charge = -2
- orbital gap (alpha / beta) (eV) = 4.6 / 4.8

Results for energy: -61210.9978 -126863.6710 -84490.2721 (in eV, following the order of the records).